16
Properties=species:S:1:pos:R:3:nbo_charge:R:1 method="wB97M-V/def2-TZVPD" relative_energy_kj_mol=955.0 total_energy_ev=-10436.8286 charge=0 orbital_gap_ev=10.11 largest_force_ev_per_a=7.59
C 1.88797 0.19912 -0.28257 -0.0856
C 0.61082 1.27496 -0.36011 -0.4955
C -0.72112 0.85287 0.44235 0.0323
C -0.04294 -0.83074 -0.04517 0.2940
C -1.62761 -0.94972 -0.49289 -0.1376
C -1.86462 0.30023 -0.32003 -0.2551
H 2.60115 0.23790 0.64591 0.2247
H 2.30198 0.22050 -1.33825 0.1827
H 0.42040 1.45951 -1.51712 0.2028
H 0.93735 2.52382 -0.24642 0.2289
H -1.09968 1.49540 1.42932 0.2103
H 0.00028 -0.32045 -0.94657 0.1749
H -2.01668 -1.78272 -0.73561 0.2012
H -2.72619 1.01777 -0.53590 0.2437
O -0.19987 -0.14316 1.13607 -0.5051
O 1.46567 -1.09834 0.06333 -0.5165

***

72
Properties=species:S:1:pos:R:3:mulliken_charge:R:1 method="wB97M-V/def2-TZVPD" relative_energy_kj_mol=0.0 total_energy_ev=-53136.3605 charge=-2 orbital_gap_ev=4.50 largest_force_ev_per_a=0.47
Pt 0.45807 -1.21154 -0.54496 0.8175
C 2.99124 1.62571 -2.84928 -0.6220
O 4.12254 0.75910 -2.75616 -0.5226
C 4.34076 0.09250 -1.57735 0.3619
C 5.64376 -0.00472 -1.15634 -0.5327
C 5.96977 -0.68980 0.02066 -0.6503
C 4.95721 -1.24445 0.76151 -1.0204
C 3.60686 -1.17741 0.36217 0.6632
C 2.65879 -1.82151 1.25043 -0.1819
N 1.39010 -1.84379 1.07372 0.6770
N 0.59879 -2.48257 2.01298 -0.9892
C -0.64536 -2.50403 1.59984 -0.0939
O -1.06959 -2.04133 0.47558 -0.6911
C -1.66883 -3.11542 2.48899 0.7475
C -3.01574 -2.92327 2.19531 -0.4260
C -3.99210 -3.47015 3.01326 -0.7617
C -3.62998 -4.21952 4.12480 -0.4113
C -2.28594 -4.41077 4.42194 -0.5782
C -1.30739 -3.85728 3.60953 -0.2577
C 3.26911 -0.53534 -0.86347 0.6064
O 2.09624 -0.46421 -1.41395 -0.9386
H 3.27693 2.40126 -3.56243 0.3141
H 2.76474 2.08364 -1.88459 0.3221
H 2.10562 1.09638 -3.19151 0.1128
H 6.40612 0.47405 -1.75987 0.4051
H 7.00102 -0.76409 0.34222 0.3503
H 5.18312 -1.75829 1.68997 0.3077
H 3.04459 -2.31763 2.13832 0.3193
H -3.28045 -2.30529 1.34829 0.4906
H -5.03649 -3.28912 2.79124 0.3719
H -4.39409 -4.64231 4.76702 0.3759
H -1.99951 -4.98806 5.29380 0.3659
H -0.25673 -3.98392 3.83294 0.4365
N -0.55348 -0.55129 -2.14801 -0.6406
C -0.78743 -1.22754 -3.18360 0.0434
C -1.42247 -0.54740 -4.37266 0.4173
C -1.28077 0.83344 -4.51573 -0.4124
C -1.83760 1.49631 -5.59580 -0.5954
C -2.55788 0.79329 -6.55666 -0.3316
C -2.71950 -0.57637 -6.41694 -0.7279
C -2.15231 -1.24070 -5.33544 -0.2338
C -0.46335 -2.68818 -3.35846 0.1497
C 0.29882 -3.13315 -4.43427 -0.1183
C 0.66272 -4.46878 -4.54399 -0.7051
C 0.24840 -5.38253 -3.58550 -0.3834
C -0.53043 -4.95091 -2.51839 -0.8131
C -0.88003 -3.61419 -2.40269 -0.0011
H -0.73371 1.35785 -3.74216 0.3677
H -1.71099 2.56868 -5.69177 0.3636
H -2.99040 1.31228 -7.40429 0.3554
H -3.29071 -1.13412 -7.15053 0.3627
H -2.28428 -2.31109 -5.23348 0.4181
H 0.62385 -2.42050 -5.18410 0.4629
H 1.27681 -4.79495 -5.37579 0.3568
H 0.53900 -6.42393 -3.66272 0.3613
H -0.85506 -5.65541 -1.76182 0.3902
H -1.46149 -3.26710 -1.55749 0.5606
C -0.21387 1.29300 1.45775 -1.5488
C -1.52428 1.05629 1.73607 1.1915
C -2.61760 1.37958 0.83552 -0.6122
C -3.91369 1.09826 1.13390 -0.5658
C -4.29471 0.46603 2.35230 0.1720
C -3.24302 0.12374 3.24479 -0.2386
C -1.94150 0.38784 2.95860 -0.5802
C -5.63872 0.18886 2.66042 0.1990
N -6.74983 -0.04293 2.91558 -0.7864
H 0.54763 1.02413 2.18211 0.2535
H 0.10516 1.85161 0.58677 0.3497
H -2.37141 1.82162 -0.12386 0.2212
H -4.68828 1.34875 0.41528 0.3631
H -3.49061 -0.38679 4.17087 0.3685
H -1.16812 0.08043 3.65629 0.1980

***

25
Properties=species:S:1:pos:R:3:mulliken_charge:R:1 method="wB97M-V/def2-TZVPD" multiplicity=10 total_energy_ev=-81493.0405 charge=-1 orbital_gap_ev="5.17 / 4.85" largest_force_ev_per_a=3.39
Sm 0.35169 -0.92399 -1.35400 0.8668
Cl 1.79980 -2.95356 -1.65182 -0.6939
C 1.77498 0.79601 -2.22450 -1.0518
C -0.98242 -1.22303 -3.32001 -1.0022
H 1.51869 1.16560 -3.23270 0.2734
H 1.91534 1.67723 -1.57847 0.2982
H 2.76614 0.31324 -2.31685 0.3264
H -0.75275 -0.55053 -4.16281 0.2503
H -2.07395 -1.22237 -3.19495 0.2623
H -0.69377 -2.23486 -3.66038 0.2972
Rh -0.86845 0.33257 1.00980 0.3548
C -2.24631 -1.02094 1.09108 -1.1093
C -1.64070 0.89232 -0.55457 -1.0420
H -3.20140 -0.71161 0.64436 0.2828
H -1.87188 -1.94079 0.61657 0.2518
H -2.37814 -1.22845 2.16754 0.2982
H -2.58806 0.49303 -0.96510 0.2427
H -1.26899 1.79851 -1.07220 0.4362
Cl 2.42106 -0.39292 4.68484 -0.1240
C 1.86951 1.06996 3.86212 0.6268
Cl 0.81877 2.02781 4.92450 -0.1482
Cl 3.24166 2.03603 3.29873 -0.1297
C 0.96865 0.69437 2.64845 0.6512
O 0.30945 -0.39550 2.67603 -0.7012
O 0.81107 1.50185 1.66438 -0.7169